<w>
DFT (ωB97M-V with the def2-TZVPD basis set) results for an isolated molecule of C4H9N3.

Structure (XYZ):
```
16
C4H9N3 ωB97M-V with the def2-TZVPD basis set
H -0.8749 -0.4950 -2.1285
N -1.3277 -0.8219 -1.2844
C -0.8801 -0.4355 -0.1526
C -1.5048 -0.9940 1.1863
C 0.3770 0.4913 0.1479
C 0.5162 1.5870 -0.9377
N 1.5352 -0.3700 -0.1554
N 2.1411 -0.6066 0.9070
H 2.9635 -1.1465 0.4971
H -2.0082 -0.4713 2.0086
H -2.3347 -1.7463 0.7903
H -0.6835 -1.6063 1.7316
H 0.4417 0.9474 1.1113
H 1.0906 1.2570 -1.8351
H -0.4189 1.9798 -1.4516
H 0.9674 2.4310 -0.4346
```

Computed properties:
SMILES ... [H]/N=C(/C)[C@H](C)/N=N/[H]
Kohn-Sham gap ... 10.280 eV
Lowest unoccupied orbital energy ... 0.025 Eh
E_HOMO ... -9.6 eV

Mulliken atomic charge list, values in e, 4 entries:
1. H 0.249
2. N -0.700
3. C 0.480
4. C -1.043

=====

<x>
DFT (ωB97M-V with the def2-TZVPD basis set) results for an isolated molecule of C4H9N3.

Structure (XYZ):
```
16
C4H9N3 ωB97M-V with the def2-TZVPD basis set
C -1.3552 0.8390 -1.4107
N -0.4354 0.3796 -0.3264
C -0.4540 1.0539 0.9586
C 0.6202 0.2396 1.7624
N 0.8854 -0.8025 1.1428
C 0.1235 -0.9513 -0.0098
N 0.9060 -0.9559 -1.4572
H -1.1355 0.4102 -2.2731
H -2.5248 0.5026 -1.4973
H -1.4900 1.9585 -1.5774
H -0.1432 1.9983 0.8907
H -1.4693 1.1065 1.3105
H 0.9443 0.6326 2.7077
H -0.5490 -1.8572 0.2639
H 1.4335 -1.8543 -1.7867
H 1.8355 -0.3335 -1.3553
```

Computed properties:
SMILES ... CN1CC=N[C@@H]1N
Kohn-Sham gap ... 9.262 eV
Lowest unoccupied orbital energy ... 0.039 Eh
E_HOMO ... -8.2 eV

Mulliken atomic charge list, values in e, 4 entries:
1. C -0.929
2. N 0.114
3. C -0.799
4. C 0.022

=====

<y>
DFT (ωB97M-V with the def2-TZVPD basis set) results for a structure of composition C4H9N3.

Structure (XYZ):
```
16
C4H9N3 ωB97M-V with the def2-TZVPD basis set
N -1.8036 -0.1297 -0.3515
C -0.9792 0.8145 0.2553
N -0.8319 2.0366 -0.1053
H -2.0215 -0.9660 0.1646
H -2.4823 0.2131 -1.0125
H -1.4664 2.3153 -0.8534
H -0.9561 0.6398 1.4583
C 0.7654 -1.3400 -0.2701
C 0.8537 -0.0362 0.4084
C 1.7816 0.8825 0.0394
N 0.8578 -2.4110 0.3947
H 0.7304 -3.2508 -0.1687
H 0.6052 -1.2799 -1.3536
H 0.7068 -0.1574 1.5270
H 1.6622 1.4970 -0.8394
H 2.5781 1.1723 0.7067
```

Computed properties:
Kohn-Sham gap ... 7.698 eV
Lowest unoccupied orbital energy ... -0.013 Eh
E_HOMO ... -8.1 eV

Mulliken atomic charge list, values in e, 4 entries:
1. N -0.452
2. C 0.248
3. N -0.634
4. H 0.235

=====

<z>
DFT (ωB97M-V with the def2-TZVPD basis set) results for a structure of composition C4H9N3.

Structure (XYZ):
```
16
C4H9N3 ωB97M-V with the def2-TZVPD basis set
C -1.9536 0.0254 -0.5356
C 0.7034 -1.4613 -1.0273
C 1.4056 0.3058 0.7019
C 0.5042 -0.3700 -0.0372
N -0.0969 1.4155 1.0736
N -0.7358 0.2878 0.1871
N 2.6013 0.5135 1.0254
H -0.3536 1.3476 2.0629
H -0.3604 2.3028 0.6537
H 2.7782 1.0555 1.8655
H -1.7579 -0.0430 -1.6089
H -2.3517 -0.9439 -0.2060
H -2.6934 0.7910 -0.2991
H 0.3294 -1.1801 -2.0146
H 0.2093 -2.3910 -0.7284
H 1.7719 -1.6553 -1.1130
```

Computed properties:
Kohn-Sham gap ... 6.342 eV
Lowest unoccupied orbital energy ... 0.022 Eh
E_HOMO ... -5.7 eV

Mulliken atomic charge list, values in e, 4 entries:
1. C -0.795
2. C -1.279
3. C 0.790
4. C -0.091

=====

Name the least stable of them. <z>.